Entry from OMol25: a cluster of 2 separate species, C5H10O2 in total in a non-equilibrium geometry (ωB97M-V/def2-TZVPD).

Geometry as ORCA input:
```
! wB97M-V def2-TZVPD RIJCOSX def2/J DEFGRID3
* xyz 0 1
C 2.113 -0.058 -0.518
C 1.143 -0.425 0.565
C 0.122 -1.268 0.445
O -0.394 -1.771 -0.721
H 2.287 1.019 -0.587
H 1.804 -0.403 -1.512
H 3.064 -0.552 -0.290
H 1.307 0.020 1.543
H -0.452 -1.619 1.297
H -0.020 -1.277 -1.464
C -1.850 0.677 0.731
C -1.124 1.052 -0.507
O -0.131 1.739 -0.534
H -2.489 1.573 0.656
H -1.255 0.717 1.644
H -2.464 -0.229 0.671
H -1.673 0.777 -1.431
*
```

As for the HOMO energy: -8.618 eV. For the energy above the lowest of the compared OMol25 structures with the same formula, charge and spin, the calculation gives 60.0 kcal per mole. The calculation puts the total energy at -9440.439 eV. The SMILES is C/C=C\O.CC=O. Its HOMO-LUMO gap is 9.480 eV.



Entry from OMol25: a structure of composition C28H22N3O6Sr (ωB97M-V/def2-TZVPD).

Geometry as ORCA input:
```
! wB97M-V def2-TZVPD RIJCOSX def2/J DEFGRID3
* xyz -1 1
Sr -0.634 1.615 0.273
O -2.476 2.695 1.436
C -3.199 2.284 2.418
C -4.533 2.770 2.550
C -5.381 2.372 3.553
C -4.954 1.456 4.523
C -3.666 0.980 4.436
C -2.768 1.358 3.423
C -1.440 0.768 3.518
N -0.458 0.932 2.713
N 0.690 0.224 3.063
C 1.666 0.416 2.207
O 1.666 1.139 1.152
C 2.920 -0.366 2.508
C 3.093 -1.065 3.700
C 4.257 -1.782 3.930
C 5.263 -1.817 2.972
C 5.096 -1.124 1.780
C 3.933 -0.400 1.554
H -4.857 3.479 1.797
H -6.389 2.774 3.591
H -5.613 1.132 5.318
H -3.310 0.275 5.182
H -1.279 0.116 4.382
H 2.297 -1.039 4.431
H 4.382 -2.322 4.862
H 6.170 -2.381 3.153
H 5.872 -1.150 1.025
H 3.785 0.154 0.637
O 1.889 4.059 -2.882
C 0.913 3.407 -2.232
O 0.633 3.663 -1.081
C 0.222 2.366 -3.047
C 0.210 2.421 -4.424
C -0.589 1.450 -5.093
C -1.288 0.537 -4.364
C -1.194 0.529 -2.940
N -0.415 1.471 -2.300
C -1.893 -0.366 -2.072
O -2.837 -1.198 -2.611
O -1.742 -0.420 -0.844
H 2.243 4.713 -2.258
H 0.766 3.178 -4.955
H -0.647 1.441 -6.174
H -1.882 -0.200 -4.892
H -2.929 -1.019 -3.551
C 0.347 -2.465 0.108
C 0.506 -2.701 -1.267
C 1.304 -1.840 -2.057
C 1.457 -2.052 -3.412
C 0.827 -3.127 -4.035
C 0.029 -3.986 -3.277
C -0.133 -3.780 -1.924
H 0.842 -1.613 0.557
H -0.324 -3.054 0.715
H 1.779 -0.992 -1.576
H 2.062 -1.369 -3.997
H 0.950 -3.291 -5.098
H -0.472 -4.818 -3.758
H -0.769 -4.439 -1.344
*
```

As for the HOMO energy (alpha / beta): -4.147 / -3.274 eV. For the energy above the lowest of the compared OMol25 structures with the same formula, charge and spin, the calculation gives 32.3 kcal per mole. The calculation puts the total energy at -46988.644 eV. Its HOMO-LUMO gap (alpha / beta) is 6.523 / 5.366 eV.



Entry from OMol25: a cluster of 3 separate species, C14H20N2O4S in total in a non-equilibrium geometry (ωB97M-V/def2-TZVPD).

Geometry as ORCA input:
```
! wB97M-V def2-TZVPD RIJCOSX def2/J DEFGRID3
* xyz 0 1
C -0.742 1.960 0.574
C 0.210 0.761 0.468
C -2.026 1.410 1.351
C -2.928 0.597 0.503
C -2.650 -0.894 0.607
C -4.087 1.089 0.065
C -3.594 -1.653 -0.063
C -5.179 0.243 -0.324
C -4.896 -1.078 -0.227
C 1.800 -0.842 -0.563
C 1.155 -2.038 0.143
C 2.980 -0.450 0.361
C 4.453 -1.054 -0.263
C 5.930 1.318 -0.664
H -1.890 1.908 -1.105
H -1.664 3.456 -0.689
H -0.153 2.807 0.976
H -2.583 2.365 1.979
H -1.588 0.721 2.131
H -1.538 -1.453 0.576
H -4.379 2.104 -0.380
H -3.159 -2.702 -0.569
H -6.037 0.784 -0.688
H -5.551 -2.810 -0.751
H 0.584 0.942 -1.426
H 2.227 -1.278 -1.473
H 2.806 -0.768 1.487
H 2.995 0.701 0.212
H 4.427 -2.094 -0.059
H 4.235 -0.722 -1.346
H 6.610 1.182 -1.756
H 6.372 2.600 0.284
H 4.302 1.371 -0.728
H 1.444 -3.592 0.881
N -1.078 2.473 -0.778
N 0.773 0.169 -0.675
O 0.406 0.095 1.473
O -6.004 -1.982 -0.445
O 0.134 -2.524 -0.256
O 1.935 -2.676 0.952
S 5.948 -0.448 0.207
*
```

As for the HOMO energy: -8.490 eV. For the energy above the lowest of the compared OMol25 structures with the same formula, charge and spin, the calculation gives 259.1 kcal per mole. The calculation puts the total energy at -36837.589 eV. Its HOMO-LUMO gap is 8.525 eV.



Entry from OMol25: a structure of composition C22H31AlBr54NO in a non-equilibrium geometry (ωB97M-V/def2-TZVPD).

Geometry as ORCA input:
```
! wB97M-V def2-TZVPD RIJCOSX def2/J DEFGRID3
* xyz -1 1
C 3.158 -0.743 -1.100
C 2.113 -0.449 -2.182
C 1.564 0.976 -2.133
C 0.510 1.294 -1.090
N -0.802 0.772 -1.467
Al -1.407 -0.885 -0.757
O -2.455 -1.710 -1.999
H 3.967 -1.317 -1.549
H 2.764 -1.362 -0.297
H 3.594 0.165 -0.693
H 1.299 -1.168 -2.199
H 2.633 -0.534 -3.138
H 2.427 1.627 -1.978
H 1.174 1.227 -3.118
H 0.836 1.041 -0.070
H 0.451 2.389 -1.099
H -1.484 1.450 -1.155
H -0.255 -1.904 -0.361
H -2.367 -0.616 0.538
H -1.927 -2.359 -2.475
C 0.753 -3.858 2.631
Br 2.287 -4.363 3.697
Br 0.653 -1.985 2.256
Br 0.712 -4.878 1.000
H -0.128 -4.119 3.198
C 2.875 2.089 3.736
Br 4.574 1.300 4.179
Br 2.179 3.125 5.204
Br 2.965 3.132 2.123
H 2.185 1.278 3.555
C -1.966 -7.046 2.924
Br -2.908 -5.494 2.290
Br -1.243 -8.074 1.467
Br -0.604 -6.548 4.195
H -2.677 -7.670 3.442
C 0.096 -7.899 -2.866
Br 0.396 -9.695 -2.235
Br -1.485 -7.770 -3.952
Br 0.053 -6.620 -1.436
H 0.932 -7.633 -3.494
C -2.935 -3.590 -4.441
Br -3.107 -4.131 -2.608
Br -1.143 -3.029 -4.866
Br -3.545 -4.970 -5.643
H -3.579 -2.737 -4.586
C 3.136 3.472 -5.227
Br 4.128 2.091 -4.334
Br 1.567 2.771 -6.092
Br 2.702 4.920 -4.032
H 3.776 3.873 -5.997
C 2.694 -7.372 6.225
Br 2.535 -7.946 8.057
Br 4.373 -6.489 5.904
Br 2.369 -8.804 4.988
H 1.920 -6.638 6.052
C 6.235 2.923 -8.658
Br 7.204 1.540 -7.739
Br 4.661 2.236 -9.523
Br 5.815 4.391 -7.488
H 6.883 3.310 -9.431
C -4.408 3.192 -0.832
Br -2.731 3.177 0.107
Br -4.892 4.988 -1.346
Br -4.395 1.975 -2.318
H -5.163 2.847 -0.143
C 9.125 5.159 -11.321
Br 10.093 3.770 -10.405
Br 7.552 4.467 -12.190
Br 8.703 6.625 -10.149
H 9.773 5.544 -12.093
C -3.490 -2.058 -9.086
Br -2.516 -3.718 -9.104
Br -4.064 -1.572 -7.313
Br -2.488 -0.640 -9.914
H -4.380 -2.206 -9.676
C -4.420 9.522 -1.477
Br -3.512 8.237 -0.377
Br -5.877 8.718 -2.446
Br -5.001 11.040 -0.443
H -3.711 9.883 -2.206
C -5.588 -6.902 -0.755
Br -6.054 -7.972 0.780
Br -5.397 -5.039 -0.294
Br -4.031 -7.568 -1.664
H -6.411 -6.983 -1.448
C -0.491 -9.778 10.062
Br -2.160 -9.860 11.018
Br 0.927 -9.099 11.171
Br -0.030 -11.476 9.286
H -0.620 -9.079 9.249
C -0.305 5.631 7.499
Br 1.364 4.801 7.972
Br -1.019 6.685 8.944
Br -0.131 6.638 5.874
H -1.012 4.841 7.302
C -3.119 4.091 3.931
Br -3.125 3.860 5.847
Br -3.875 5.786 3.416
Br -1.372 3.838 3.192
H -3.753 3.320 3.518
C 3.173 1.109 8.759
Br 4.660 -0.036 8.347
Br 1.849 0.200 9.820
Br 3.743 2.747 9.595
H 2.705 1.378 7.821
C -5.167 11.822 3.830
Br -5.018 12.214 5.710
Br -3.892 12.828 2.796
Br -5.026 9.935 3.484
H -6.151 12.134 3.516
*
```

As for the HOMO energy: -4.668 eV. The calculation puts the total energy at -3815742.208 eV. Its HOMO-LUMO gap is 5.335 eV.



Entry from OMol25: a cluster of 11 separate species, C51H125N11O5 in total in a non-equilibrium geometry (ωB97M-V/def2-TZVPD).

Geometry as ORCA input:
```
! wB97M-V def2-TZVPD RIJCOSX def2/J DEFGRID3
* xyz 0 1
C 4.567 1.128 -0.951
C 4.969 2.539 -1.486
N 3.789 3.066 -2.259
C 4.234 4.196 -3.088
C 5.203 3.906 -4.247
C 2.579 3.397 -1.473
C 1.273 3.308 -2.285
H 3.880 1.055 -0.108
H 5.477 0.634 -0.610
H 4.092 0.526 -1.726
H 5.079 3.279 -0.693
H 5.841 2.438 -2.132
H 3.352 4.620 -3.568
H 4.631 4.986 -2.451
H 4.880 3.090 -4.893
H 5.407 4.746 -4.912
H 6.191 3.657 -3.861
H 2.682 4.361 -0.974
H 2.486 2.695 -0.644
H 0.421 3.606 -1.675
H 1.156 2.267 -2.589
H 1.217 3.925 -3.182
C -3.023 -3.632 1.598
C -3.318 -4.065 3.066
N -2.705 -3.072 3.979
C -3.378 -1.740 3.956
C -2.448 -0.562 4.295
C -2.630 -3.547 5.345
C -1.449 -4.507 5.476
H -2.996 -4.537 0.991
H -2.065 -3.170 1.360
H -3.792 -3.023 1.125
H -4.392 -4.198 3.193
H -2.920 -5.074 3.177
H -3.740 -1.461 2.966
H -4.224 -1.675 4.640
H -2.959 0.398 4.220
H -1.991 -0.567 5.284
H -1.644 -0.352 3.590
H -3.603 -3.943 5.638
H -2.489 -2.735 6.057
H -1.543 -5.408 4.870
H -1.520 -4.894 6.492
H -0.509 -4.016 5.226
C 4.468 -5.012 3.768
C 4.134 -4.495 2.342
N 2.725 -4.082 2.288
C 2.350 -3.008 3.197
C 0.903 -2.569 2.976
C 2.412 -3.788 0.897
C 3.129 -2.528 0.272
H 5.390 -5.589 3.838
H 3.678 -5.659 4.148
H 4.505 -4.206 4.500
H 4.784 -3.664 2.069
H 4.348 -5.338 1.685
H 2.410 -3.300 4.245
H 2.937 -2.098 3.070
H 0.283 -3.462 3.052
H 0.596 -1.869 3.753
H 0.773 -2.012 2.048
H 1.333 -3.689 0.783
H 2.594 -4.689 0.311
H 2.895 -1.604 0.801
H 2.890 -2.399 -0.783
H 4.218 -2.575 0.303
C 2.461 0.573 -4.868
C 1.055 0.055 -5.210
N 0.861 -1.399 -5.005
C -0.594 -1.611 -4.879
C -1.017 -3.061 -4.668
C 1.497 -2.184 -6.044
C 1.029 -2.043 -7.458
H 3.269 0.209 -5.502
H 2.778 0.354 -3.849
H 2.358 1.652 -4.755
H 0.456 0.542 -4.441
H 0.775 0.382 -6.212
H -1.059 -1.310 -5.818
H -1.131 -0.984 -4.167
H -2.103 -3.129 -4.608
H -0.614 -3.417 -3.719
H -0.697 -3.706 -5.486
H 2.526 -1.827 -6.082
H 1.559 -3.262 -5.896
H 1.466 -2.775 -8.138
H -0.045 -2.229 -7.444
H 1.168 -1.048 -7.880
C -0.239 -1.582 -1.357
C -0.603 -0.147 -1.506
N -1.369 0.393 -0.354
C -2.659 -0.300 -0.233
C -3.644 0.266 0.764
C -0.668 0.343 0.913
C 0.704 1.095 0.915
H 0.249 -1.876 -0.427
H 0.452 -1.896 -2.139
H -1.146 -2.188 -1.346
H 0.275 0.476 -1.682
H -1.159 0.027 -2.427
H -3.088 -0.218 -1.232
H -2.544 -1.371 -0.066
H -4.417 -0.484 0.933
H -3.249 0.420 1.768
H -4.060 1.240 0.506
H -0.528 -0.709 1.161
H -1.271 0.741 1.729
H 1.371 0.792 0.109
H 1.229 0.792 1.821
H 0.589 2.179 0.899
C -1.945 7.799 -1.002
C -1.769 6.495 -0.346
N -2.978 5.592 -0.483
C -3.288 4.758 0.688
C -2.220 3.697 0.878
C -2.960 4.897 -1.813
C -4.344 4.283 -2.044
H -2.939 8.126 -0.699
H -2.016 7.765 -2.089
H -1.153 8.526 -0.822
H -0.830 6.055 -0.682
H -1.589 6.734 0.702
H -3.317 5.378 1.585
H -4.303 4.375 0.577
H -2.416 2.958 1.655
H -2.128 3.089 -0.023
H -1.197 4.068 0.947
H -2.255 4.066 -1.845
H -2.738 5.563 -2.647
H -4.305 3.544 -2.844
H -5.091 4.998 -2.390
H -4.860 3.767 -1.235
C 2.214 -4.249 -3.252
N 3.429 -4.709 -2.613
C 3.421 -5.846 -1.957
C 4.687 -6.310 -1.274
O 2.398 -6.566 -1.917
H 1.523 -3.781 -2.551
H 1.689 -5.049 -3.776
H 2.522 -3.567 -4.045
H 4.281 -4.196 -2.791
H 4.452 -6.657 -0.268
H 5.470 -5.552 -1.247
H 5.030 -7.185 -1.826
C -6.118 -2.420 -1.033
N -5.267 -3.544 -1.364
C -4.200 -3.473 -2.147
C -3.409 -4.821 -2.220
O -3.897 -2.495 -2.806
H -5.541 -1.497 -0.966
H -6.665 -2.608 -0.109
H -6.856 -2.298 -1.825
H -5.388 -4.387 -0.822
H -4.049 -5.635 -1.879
H -2.541 -4.716 -1.570
H -3.060 -5.068 -3.223
C 3.659 2.740 3.101
N 5.117 2.705 3.073
C 5.897 3.635 2.546
C 5.286 4.836 1.852
O 7.117 3.579 2.591
H 3.294 3.655 3.566
H 3.360 1.853 3.659
H 3.304 2.799 2.072
H 5.549 1.920 3.540
H 5.924 5.314 1.109
H 5.135 5.678 2.528
H 4.354 4.528 1.378
C -7.158 -3.864 2.508
N -6.734 -2.569 3.078
C -7.235 -1.357 2.834
C -6.732 -0.143 3.628
O -8.105 -1.154 1.998
H -8.186 -3.778 2.154
H -6.991 -4.702 3.184
H -6.539 -4.109 1.645
H -6.141 -2.613 3.895
H -6.011 0.418 3.034
H -6.312 -0.451 4.585
H -7.620 0.467 3.795
C 0.839 5.113 2.823
N 1.864 6.102 3.036
C 2.277 6.889 2.042
C 3.218 8.069 2.394
O 1.941 6.759 0.851
H 0.736 4.551 3.751
H 1.048 4.357 2.066
H -0.102 5.608 2.586
H 2.031 6.332 4.005
H 3.088 8.932 1.742
H 4.280 7.825 2.426
H 3.018 8.382 3.419
*
```

As for the HOMO energy: -8.026 eV. For the energy above the lowest of the compared OMol25 structures with the same formula, charge and spin, the calculation gives 86.7 kcal per mole. The calculation puts the total energy at -81541.677 eV. The SMILES is CCN(CC)CC.CCN(CC)CC.CCN(CC)CC.CCN(CC)CC.CCN(CC)CC.CCN(CC)CC.CNC(C)=O.CNC(C)=O.CNC(C)=O.CNC(C)=O.CNC(C)=O. Its HOMO-LUMO gap is 8.250 eV.